1.
ORCA calculation (ωB97M-V with the def2-TZVPD basis set) on C7H13GaILiO4S2 as an isolated structure at a distorted geometry.

XYZ file:
```
29
Properties=species:S:1:pos:R:3:mulliken_charge:R:1
C -2.305 -0.345 -0.230 -1.48
C -1.292 0.612 -0.876 1.57
C -1.249 1.949 -0.150 -1.11
O -0.044 2.681 -0.356 -0.38
C 0.959 2.430 0.533 0.42
O 1.713 3.264 0.763 -0.47
C 1.146 1.054 1.179 -0.40
S 2.414 1.058 2.484 -0.18
Ga 2.484 -1.182 3.001 0.47
I 3.495 -1.562 5.377 -0.34
O -1.516 0.786 -2.282 -0.40
C -1.216 -0.376 -2.946 0.53
O -2.070 -1.046 -3.330 -0.44
C 0.251 -0.782 -3.138 -0.45
S 0.552 -2.341 -2.210 -0.16
H -3.334 -0.036 -0.403 0.32
H -2.125 -0.281 0.850 0.44
H -2.122 -1.384 -0.496 0.37
H -0.307 0.143 -0.752 -0.65
H -2.085 2.535 -0.538 0.42
H -1.446 1.799 0.911 0.52
H 1.515 0.399 0.377 0.24
H 0.207 0.600 1.499 0.13
H 3.296 -2.040 1.937 -0.12
H 0.943 -1.747 2.927 -0.57
H 0.856 -0.027 -2.634 0.31
H 0.524 -0.887 -4.179 0.38
H 0.170 -2.059 -0.945 0.08
Li 0.585 -3.213 3.627 0.94
```

Values from the calculation:
Total charge: 0
Multiplicity: 1
HOMO: -0.3089 Ha
Energy: -3601.87476 Eh



2.
ORCA calculation (ωB97M-V with the def2-TZVPD basis set) on one molecule with the formula C12H21NO at a distorted geometry.

XYZ file:
```
35
Properties=species:S:1:pos:R:3:mulliken_charge:R:1
O -1.230 0.396 -2.586 -0.91
C 1.923 -1.699 0.069 -1.32
C 1.990 0.467 1.391 -1.30
C 0.428 -1.362 2.044 -1.42
C 1.103 0.482 -0.959 -1.52
C -0.515 -1.332 -0.372 -1.69
C -0.426 0.830 0.967 -1.75
C 2.110 -0.199 -0.025 0.60
C 0.496 -1.963 0.625 0.27
C 0.622 0.177 1.930 0.43
C -2.776 0.257 -1.126 -1.01
C -1.425 2.230 -1.497 -1.02
C -0.342 0.199 -0.485 1.08
N -1.397 0.754 -1.415 1.27
H 2.734 -2.102 0.693 0.47
H 2.033 -2.198 -0.925 0.43
H 2.773 0.122 2.080 0.43
H 2.062 1.586 1.269 0.44
H 1.163 -1.766 2.692 0.60
H -0.566 -1.644 2.471 0.41
H 1.246 0.120 -1.980 0.26
H 1.239 1.572 -0.937 0.48
H -0.341 -1.752 -1.365 0.38
H -1.529 -1.663 -0.101 0.64
H -0.204 1.910 0.883 0.51
H -1.438 0.713 1.342 0.39
H 3.113 -0.017 -0.458 0.21
H 0.349 -3.033 0.739 0.31
H 0.513 0.662 2.898 0.28
H -3.437 0.749 -1.857 0.36
H -2.802 -0.836 -1.291 0.31
H -3.089 0.531 -0.121 0.36
H -2.215 2.506 -2.184 0.38
H -0.442 2.621 -1.855 0.27
H -1.718 2.681 -0.552 0.38
```

Values from the calculation:
Relative energy (zero: lowest compared OMol25 entry of this formula, charge and spin): 296.3 kJ/mol
Structure (SMILES): C[N+](C)([O-])[C@]12C[C@H]3C[C@H](C[C@H](C3)C1)C2
Total charge: 0
Multiplicity: 1
HOMO: -0.2933 Ha
Energy: -599.74916 Eh



3.
ORCA calculation (ωB97M-V with the def2-TZVPD basis set) on an isolated ion of composition C3H3O3S and charge -1 at a distorted geometry.

XYZ file:
```
10
Properties=species:S:1:pos:R:3:mulliken_charge:R:1
C 0.173 -0.088 0.532 -0.34
C 1.361 0.238 0.013 -0.07
C 0.148 0.315 -0.899 -0.46
O 3.370 -1.067 0.997 -0.68
O 3.703 1.234 0.617 -0.65
O 3.304 -0.288 -1.375 -0.68
S 3.109 0.050 0.086 1.14
H -0.240 -0.642 1.340 0.38
H -0.225 -0.460 -1.547 0.21
H 0.036 1.352 -1.138 0.17
```

Values from the calculation:
Relative energy (zero: lowest compared OMol25 entry of this formula, charge and spin): 256.3 kJ/mol
Structure (SMILES): O=S(=O)([O-])C1=CC1
Total charge: -1
Multiplicity: 1
HOMO: -0.1802 Ha
Energy: -739.97761 Eh



4.
ORCA calculation (ωB97M-V with the def2-TZVPD basis set) on C23H40N3O7PRhSb as an isolated structure at a distorted geometry.

XYZ file:
```
76
Properties=species:S:1:pos:R:3:mulliken_charge:R:1
Rh -0.227 0.552 -0.364 0.58
N 0.913 0.289 -2.321 -0.10
C 2.288 0.744 -2.114 -0.78
C 2.726 0.527 -0.676 0.27
O 3.838 0.868 -0.299 -0.72
N 1.766 -0.052 0.068 0.61
C 1.993 -0.572 1.366 -0.65
C 1.003 0.131 2.397 0.33
O 1.409 0.278 3.535 -0.72
O -0.130 0.430 1.886 -0.60
H 0.883 -0.750 -2.282 0.26
H 0.575 0.579 -3.231 0.26
H 2.376 1.812 -2.326 0.19
H 2.998 0.223 -2.761 0.43
H 3.019 -0.470 1.708 0.47
H 1.648 -1.611 1.432 0.08
C 1.982 4.617 1.415 -1.51
C 1.575 3.158 1.222 -0.39
P 0.091 2.877 0.177 1.21
C -1.173 3.837 1.112 -0.81
C -2.595 3.636 0.595 -0.91
C 0.389 3.905 -1.329 -0.83
C -0.489 3.480 -2.517 -1.07
H 2.847 4.657 2.076 0.46
H 1.189 5.201 1.881 0.35
H 2.256 5.086 0.470 0.31
H 1.348 2.696 2.186 0.30
H 2.405 2.591 0.790 0.20
H -0.903 4.892 1.060 0.55
H -1.107 3.510 2.151 0.40
H -2.698 3.985 -0.434 0.28
H -3.314 4.180 1.208 0.47
H -2.854 2.579 0.619 -0.21
H 1.444 3.759 -1.573 0.39
H 0.239 4.959 -1.098 0.56
H -0.705 2.412 -2.465 -0.08
H 0.008 3.686 -3.465 0.35
H -1.439 4.014 -2.521 0.37
C -5.105 1.537 -1.169 -0.96
C -4.764 0.728 0.076 -0.92
Sb -2.799 -0.251 0.047 0.76
C -3.006 -1.282 1.930 -0.82
C -4.125 -2.316 1.966 -1.32
C -3.366 -1.743 -1.415 -0.47
C -2.918 -1.327 -2.813 -1.08
H -6.119 1.935 -1.088 0.38
H -5.062 0.922 -2.068 0.27
H -4.428 2.383 -1.298 0.13
H -5.469 -0.095 0.200 0.56
H -4.811 1.357 0.966 0.50
H -3.162 -0.506 2.679 0.68
H -2.031 -1.728 2.122 0.35
H -5.104 -1.841 1.899 0.34
H -4.080 -2.866 2.908 0.42
H -4.043 -3.034 1.149 0.25
H -4.449 -1.858 -1.359 0.52
H -2.891 -2.684 -1.141 0.31
H -3.397 -0.398 -3.130 0.23
H -3.167 -2.099 -3.543 0.40
H -1.837 -1.177 -2.833 0.03
O 0.795 -2.345 -2.029 -0.93
C 0.108 -2.594 -1.032 -0.04
O -0.523 -1.746 -0.320 0.15
C -0.032 -4.036 -0.584 -0.06
C -0.972 -4.379 0.383 -0.03
C -1.095 -5.689 0.805 -0.59
C -0.258 -6.649 0.255 -0.14
C 0.675 -6.327 -0.720 -0.64
C 0.780 -5.015 -1.144 -0.36
N -0.367 -8.033 0.710 1.00
O -1.203 -8.290 1.557 -0.61
O 0.385 -8.854 0.219 -0.62
H -1.601 -3.607 0.802 0.39
H -1.823 -5.985 1.546 0.52
H 1.294 -7.109 -1.133 0.49
H 1.486 -4.729 -1.910 0.56
```

Values from the calculation:
Relative energy (zero: lowest compared OMol25 entry of this formula, charge and spin): 0.0 kJ/mol
Total charge: 0
Multiplicity: 1
HOMO: -0.2997 Ha
Energy: -2283.44405 Eh



5.
ORCA calculation (ωB97M-V with the def2-TZVPD basis set) on one molecule with the formula C11H23N5O3 at a distorted geometry.

XYZ file:
```
42
Properties=species:S:1:pos:R:3:mulliken_charge:R:1
C -0.277 0.953 0.701 0.16
C 0.741 0.080 0.135 0.08
C -1.499 0.980 -0.215 -1.06
C -2.497 -0.059 0.066 0.10
C -3.741 0.254 -0.740 -1.40
C -5.906 -1.018 -0.081 0.43
C 3.129 -0.732 -0.030 0.29
C 3.223 -2.150 0.490 0.07
C 4.390 0.124 0.004 0.29
C 5.557 -0.548 -0.723 -1.47
C 4.036 1.533 -0.500 -0.97
H 0.720 2.733 -0.017 0.30
H -0.560 3.035 1.270 0.33
H -0.650 0.516 1.583 0.35
H -1.148 0.974 -1.288 0.37
H -1.977 1.904 -0.115 0.56
H -2.647 -0.290 1.185 0.27
H -2.029 -0.970 -0.489 0.12
H -3.268 0.561 -1.727 0.29
H -4.300 0.926 -0.157 0.69
H -4.683 -1.710 -1.570 0.24
H -6.874 -2.494 -0.931 0.18
H -6.947 -0.031 1.315 0.29
H -5.025 0.190 1.497 0.20
H 2.401 0.711 1.332 0.33
H 2.902 -1.034 -1.095 0.14
H 4.570 -0.107 1.022 0.44
H 6.472 -0.081 -0.267 0.37
H 5.490 -0.382 -1.799 0.36
H 5.703 -1.611 -0.381 0.35
H 3.511 2.190 0.340 0.26
H 4.931 2.260 -0.862 0.32
H 3.209 1.595 -1.338 0.23
H 1.615 -1.757 1.433 0.42
N 0.319 2.309 0.925 -0.73
N -4.804 -0.883 -0.959 -0.15
N -6.922 -1.924 0.026 -0.72
N -5.889 -0.057 0.947 -0.48
N 2.060 0.067 0.531 -0.13
O 0.457 -0.614 -0.794 -0.62
O 4.011 -2.929 -0.096 -0.56
O 2.192 -2.516 1.374 -0.55
```

Values from the calculation:
Relative energy (zero: lowest compared OMol25 entry of this formula, charge and spin): 463.2 kJ/mol
Structure (SMILES): [H]/N=C(/N)NCCC[C@H](N)C(=O)N[C@H](C(=O)O)C(C)C
Total charge: 0
Multiplicity: 1
HOMO: -0.3130 Ha
Energy: -932.32002 Eh



6.
ORCA calculation (ωB97M-V with the def2-TZVPD basis set) on an isolated ion of composition C7H8N3 and charge +1 at a distorted geometry.

XYZ file:
```
18
Properties=species:S:1:pos:R:3:mulliken_charge:R:1
C 0.747 -1.748 -0.321 -0.34
C -0.241 -0.891 -0.801 -0.02
C -0.503 -1.130 1.397 0.41
C -0.501 0.234 2.064 -0.85
C -0.216 1.234 1.195 -0.07
C 0.065 0.503 -1.274 0.72
C 0.343 0.854 -2.540 -1.08
N 0.562 -1.890 1.064 -0.07
N -1.114 -0.804 0.228 -0.21
N 0.049 1.341 -0.158 -0.27
H 1.333 -2.246 -1.034 0.46
H -0.842 0.560 3.021 0.40
H 0.027 2.065 1.758 0.42
H 0.975 1.746 -2.654 0.29
H 0.129 0.333 -3.418 0.34
H 0.912 -2.457 1.811 0.26
H -1.668 0.031 0.208 0.34
H -0.056 2.265 -0.549 0.28
```

Values from the calculation:
Relative energy (zero: lowest compared OMol25 entry of this formula, charge and spin): 338.6 kJ/mol
Structure (SMILES): C=C1[NH+]=CC=C2NC=C1N2
Total charge: +1
Multiplicity: 1
HOMO: -0.4726 Ha
Energy: -435.38433 Eh



7.
ORCA calculation (ωB97M-V with the def2-TZVPD basis set) on C16H30N2OP2SeTc as an isolated structure at a distorted geometry.

XYZ file:
```
53
Properties=species:S:1:pos:R:3:lowdin_spin:R:1
Tc 0.249 0.222 0.577 1.78
P 2.584 -0.279 0.157 0.06
P -2.306 0.175 0.607 0.04
N 0.086 0.966 -1.077 0.48
H 1.499 0.928 1.171 0.00
C 3.137 -1.726 -0.777 0.01
H 4.231 -1.815 -0.690 0.00
H 2.853 -1.588 -1.831 0.00
H 2.646 -2.623 -0.371 0.00
C 3.548 -0.285 1.720 0.02
H 4.622 -0.225 1.506 0.00
H 3.311 -1.204 2.278 0.00
H 3.250 0.586 2.324 0.00
C 3.250 1.185 -0.749 0.00
H 4.343 1.228 -0.630 0.00
H 2.795 2.100 -0.337 0.00
H 2.974 1.104 -1.812 0.00
C -3.348 -1.106 -0.189 0.01
H -4.425 -0.904 -0.086 0.00
H -3.095 -2.085 0.238 0.00
H -3.099 -1.146 -1.254 0.00
C -3.101 0.252 2.258 0.00
H -4.161 0.527 2.174 0.00
H -2.587 0.990 2.881 0.00
H -3.027 -0.725 2.745 0.00
C -3.007 1.678 -0.188 0.00
H -4.072 1.803 0.051 0.00
H -2.888 1.609 -1.274 0.00
H -2.459 2.560 0.157 0.00
C 0.007 1.704 -2.196 0.05
C 0.002 1.979 -4.616 -0.01
C -0.008 1.140 -3.517 0.10
C -0.023 3.126 -2.049 0.10
C -0.013 3.941 -3.162 -0.01
C 0.003 3.376 -4.446 0.11
H 0.001 1.552 -5.625 0.00
H -0.034 0.050 -3.599 0.01
H -0.052 3.509 -1.023 0.01
H -0.026 5.025 -3.014 0.00
H 0.013 4.033 -5.321 0.01
C -0.693 -3.572 1.423 0.02
O -1.356 -3.284 0.420 0.02
C 0.528 -4.436 1.299 0.00
H 1.026 -4.629 2.243 0.00
H 1.185 -4.025 0.525 0.00
H 0.196 -5.401 0.891 0.00
C -1.097 -3.195 2.823 0.02
H -2.165 -3.416 2.929 0.00
H -0.984 -2.113 2.950 0.02
H -0.564 -3.744 3.595 0.00
Se 0.284 2.776 4.668 0.05
C 0.053 2.010 3.133 0.05
N -0.090 1.396 2.091 0.04
```

Values from the calculation:
Relative energy (zero: lowest compared OMol25 entry of this formula, charge and spin): 0.0 kJ/mol
Total charge: 0
Multiplicity: 4
HOMO (alpha / beta): -0.2212 / -0.2798 Ha
Energy: -3977.24005 Eh



8.
ORCA calculation (ωB97M-V with the def2-TZVPD basis set) on a 2-piece molecular cluster, C4H6O2 overall at a distorted geometry.

XYZ file:
```
12
Properties=species:S:1:pos:R:3:mulliken_charge:R:1
C -0.135 -1.840 -0.357 0.31
C 1.948 0.824 -0.551 0.29
C -0.864 -1.966 0.926 -0.73
C 1.113 1.904 -1.112 -0.70
O -0.254 -2.402 -1.400 -0.40
O 3.083 0.755 -0.201 -0.39
H -1.940 -1.886 0.750 0.27
H -0.655 -2.952 1.343 0.29
H -0.551 -1.202 1.635 0.26
H 0.087 1.809 -0.764 0.25
H 1.115 1.766 -2.193 0.25
H 1.501 2.899 -0.876 0.32
```

Values from the calculation:
Relative energy (zero: lowest compared OMol25 entry of this formula, charge and spin): 372.3 kJ/mol
Total charge: 0
Multiplicity: 1
HOMO (alpha / beta): -0.2815 / -0.2779 Ha
Energy: -306.36449 Eh



Q: Which value of total charge does entry 2 give?
A: 0